Below is a cluster of 2 separate species, C4H14N4 in total at a distorted geometry, with properties calculated with ωB97M-V/def2-TZVPD.

Structure (XYZ):
```
22
Properties=species:S:1:pos:R:3:forces:R:3:nbo_charge:R:1
N -1.863314 1.439555 1.076193 -0.76 -0.13 -0.17 -0.911
N -0.446924 -0.529954 0.722480 -0.14 0.60 0.32 -0.954
N 1.478626 1.118707 -0.989192 -0.02 -0.09 0.04 -0.836
N -2.672127 0.384160 -0.824456 0.28 -0.20 0.33 -0.773
C -2.496862 0.387967 0.514604 -0.11 0.88 0.01 0.423
C 0.288716 -1.038009 -0.414197 0.26 0.29 0.04 -0.231
C 1.631551 -0.307257 -0.690348 -0.09 -0.13 0.05 -0.053
C 2.602226 -0.472359 0.476029 -0.09 0.03 -0.12 -0.618
H -0.335117 -0.901105 -1.313816 0.04 -0.01 -0.02 0.149
H 2.771825 -1.528808 0.696064 -0.02 0.02 0.00 0.202
H -2.109530 1.041118 -1.345832 -0.01 0.02 0.05 0.399
H 2.199039 0.001911 1.373758 0.00 -0.01 -0.02 0.205
H -3.107039 -0.324641 1.064242 0.10 0.02 -0.02 0.184
H -2.107364 1.539630 2.055469 0.01 -0.14 -0.01 0.366
H 0.488897 -2.115921 -0.332789 0.00 0.06 0.03 0.174
H 1.009754 1.582215 -0.215941 0.00 -0.03 -0.02 0.358
H -0.207389 -1.048255 1.564733 0.04 0.01 -0.06 0.349
H 2.073150 -0.772052 -1.579994 -0.01 0.02 0.03 0.177
H -2.868201 -0.491165 -1.283976 -0.03 0.04 0.06 0.396
H 0.895426 1.250508 -1.809374 0.03 -0.01 0.04 0.345
H -0.784303 0.788301 1.012452 0.57 -1.25 -0.55 0.430
H 3.558959 -0.004548 0.243891 -0.02 0.00 0.00 0.217
```
Forces are in eV/Å.

DFT total energy, eV: -10333.314
Energy relative to the best compared isomer or geometry (same formula, charge and spin), kJ/mol: 240.3
E_HOMO, eV: -7.9
Charge: 0


Below is a cluster of 2 separate species, F2H4SSi2 in total at a distorted geometry, with properties calculated with ωB97M-V/def2-TZVPD.

Structure (XYZ):
```
9
Properties=species:S:1:pos:R:3:forces:R:3:mulliken_spin:R:1
S 1.156205 -1.662094 -0.202976 0.45 -0.69 -0.13 1.005
Si -2.087115 -0.669903 0.238602 1.25 -0.30 -0.99 0.846
Si 1.682141 0.301346 -0.625613 -1.19 1.16 0.56 -0.005
F -2.715146 0.065462 -1.027803 -0.54 0.51 -0.47 0.029
F 0.539344 1.252608 0.047705 0.51 -0.17 -0.19 0.008
H -2.684636 -1.977601 0.297934 -0.66 -0.38 0.68 0.035
H 2.921193 0.699854 0.014614 0.44 -0.09 0.12 0.024
H 1.586369 0.643287 -2.035900 0.18 -0.26 -0.42 0.026
H -1.704995 0.297821 1.228350 -0.44 0.23 0.85 0.033
```
Forces are in eV/Å.

DFT total energy, eV: -32090.087
Energy relative to the best compared isomer or geometry (same formula, charge and spin), kJ/mol: 0.0
E_HOMO (spin up / spin down), eV: -6.6 / -10.4
⟨S²⟩: 2.00
Charge: 0
Spin multiplicity: 3


Below is a cluster of 2 separate species, C4H11N3O2 in total at a distorted geometry, with properties calculated with ωB97M-V/def2-TZVPD.

Structure (XYZ):
```
20
Properties=species:S:1:pos:R:3:forces:R:3:nbo_charge:R:1
O 1.452726 -1.878329 0.598250 0.03 -1.07 -0.67 -0.733
O 0.688228 -0.375227 1.991185 -0.70 -0.98 1.35 -0.616
N -0.150463 1.222037 -0.378618 -2.13 2.04 -1.50 -0.640
N -1.577579 1.167043 -2.314038 -0.73 0.12 1.01 -0.853
N 0.345897 -0.185583 -2.098307 -0.61 -1.44 1.13 -0.841
C 0.900505 -1.554640 1.787232 0.74 1.40 -2.65 0.809
C 0.730473 -2.824404 2.520989 -0.12 -1.16 0.14 -0.736
C -0.497576 0.669375 -1.584268 2.13 -1.16 -0.89 0.593
C -0.454265 2.668335 -0.286523 0.48 -0.63 1.05 -0.424
H 0.312070 -3.622864 1.861366 -0.41 1.06 0.41 0.258
H 0.092461 2.977198 0.621032 -0.93 0.26 -0.03 0.217
H 0.216243 -2.727823 3.460674 -0.14 -0.04 0.27 0.235
H -0.048493 -0.964405 -2.657149 -0.04 1.38 -0.18 0.350
H -1.424869 1.551341 -3.228251 0.38 -0.37 -0.14 0.398
H 1.232498 -1.302404 -0.162163 0.13 0.51 0.27 0.527
H 0.246583 0.732128 0.407438 0.19 -0.28 -0.20 0.442
H -2.298679 1.681121 -1.820855 0.33 -0.15 0.00 0.376
H 0.109623 3.191494 -1.077359 -0.78 -0.07 -0.06 0.198
H -1.580441 2.866583 -0.280310 1.77 0.17 0.21 0.183
H 1.705061 -3.290972 2.639676 0.42 0.42 0.49 0.258
```
Forces are in eV/Å.

DFT total energy, eV: -12891.313
Energy relative to the best compared isomer or geometry (same formula, charge and spin), kJ/mol: 146.4
E_HOMO, eV: -8.8
Charge: 0


Below is a cluster of 11 separate species, C36H68Cl20FN4O6 in total at a distorted geometry, with properties calculated with ωB97M-V/def2-TZVPD.

Structure (XYZ):
```
135
Properties=species:S:1:pos:R:3:forces:R:3:lowdin_charge:R:1
Cl 6.195238 -11.979674 -1.708368 -0.09 0.00 -0.07 0.514
Cl 4.832897 -5.609444 2.340431 0.07 0.01 0.10 0.505
Cl 1.238005 0.373213 9.623630 0.03 0.02 -0.04 0.495
Cl 3.238163 -7.314789 -2.129121 -0.24 0.25 -0.15 0.505
Cl 4.189681 6.181118 -4.205091 0.02 0.01 0.22 0.485
Cl -5.346766 4.162109 5.045891 -0.05 -0.07 0.12 0.521
Cl 2.416671 8.090774 -5.516322 -0.10 0.02 0.06 0.501
Cl -2.495548 3.959397 -7.532716 -0.08 -0.06 0.03 0.506
Cl 4.722691 0.995030 3.471461 -0.10 0.01 0.02 0.532
Cl 1.428595 2.061286 -5.857556 -0.19 -0.13 0.12 0.564
Cl 2.959248 2.906187 2.150965 -0.04 0.41 0.13 0.563
Cl 2.779687 4.428160 -6.894811 -0.17 0.00 -0.06 0.517
Cl 3.177582 -4.686412 -0.865721 0.31 0.02 0.03 0.544
Cl 1.933942 -5.923884 2.284071 -0.13 0.00 0.11 0.482
Cl -1.562325 -0.433139 9.759811 -0.14 -0.06 0.13 0.524
Cl -0.653523 6.169660 -8.011662 -0.05 0.13 -0.02 0.538
Cl 1.311946 3.808673 10.678506 -0.02 0.14 0.01 0.542
Cl -0.778261 3.697507 8.644385 -0.22 1.09 -0.40 0.586
Cl 5.699341 -9.156179 -1.172364 0.29 -0.12 0.14 0.488
Cl -2.957874 5.833653 4.945899 0.10 0.01 0.02 0.495
F -0.005847 3.600067 -3.261818 -0.25 -0.56 3.31 0.034
O -0.825442 -0.965657 -3.346253 -0.82 0.31 1.66 -0.124
O -0.020292 5.035717 -1.474221 -0.28 -6.87 -2.19 0.087
O -0.071888 0.375778 3.955986 -3.03 0.52 1.43 -0.065
O 1.489277 -1.152271 -4.389574 1.67 -0.36 1.25 -0.240
O -1.942140 1.446033 5.039285 4.32 -4.33 -0.85 -0.005
O -3.358927 2.714199 0.012095 0.54 0.55 -0.60 -0.214
N 3.703492 -0.404656 -0.536688 -3.00 3.43 -0.72 0.087
N -0.579454 1.325905 -1.096187 -0.67 0.83 0.37 -0.126
N -1.450072 -1.787536 1.210638 -3.52 1.31 -1.32 0.049
N 1.224209 -2.116969 -0.225244 -0.69 -0.16 -0.55 0.053
C 1.226509 3.718603 -6.441822 -0.12 0.28 -0.15 -1.050
C -4.890698 3.938087 1.540989 0.44 -0.66 -0.58 -0.098
C 1.989619 1.081686 -1.848672 2.06 0.41 0.22 -0.086
C -0.083871 3.813782 -1.856595 0.05 6.56 1.39 -0.250
C 3.278584 1.999642 3.636425 -0.08 -0.23 0.46 -0.981
C -3.730837 4.438298 5.708388 0.17 -0.27 0.24 -1.025
C 0.163273 -0.919704 -2.306694 2.64 -1.98 0.01 -0.249
C -1.185565 -4.702623 -3.276294 0.30 -0.91 -0.96 -0.245
C 3.357029 -5.700906 3.308900 0.03 0.01 0.28 -1.016
C -0.206922 2.730196 -0.680832 1.73 1.55 0.52 -0.014
C -3.841436 -1.894913 2.050971 0.97 -1.70 1.33 -0.031
C -4.055694 3.994327 0.139633 -1.79 0.47 1.01 -0.232
C -0.739744 0.890367 2.765797 -0.85 0.55 -2.38 -0.180
C -0.056944 -1.808326 -0.982634 -1.16 -0.61 0.75 -0.211
C 4.194164 -5.916836 -1.627347 0.30 -0.20 -0.19 -0.980
C -1.913175 1.491684 -1.831104 -2.26 -1.51 -2.44 -0.076
C 2.836619 0.624071 -0.588697 2.33 -2.02 1.73 -0.207
C -2.344914 5.657508 -8.003399 -0.19 0.27 -0.10 -1.006
C -2.723086 -3.829062 0.297870 -1.04 -0.04 0.89 -0.038
C -1.207385 -3.388487 -4.214315 -0.03 0.05 -0.28 -0.143
C 0.460307 0.668326 -2.013664 0.92 -0.60 -3.48 -0.088
C -1.083547 0.481390 5.002608 -2.96 2.79 1.26 -0.324
C -2.598401 -2.473988 1.158498 1.40 0.80 0.60 -0.276
C 2.740609 7.179918 -4.036736 -0.14 0.02 0.17 -1.030
C -1.175132 -1.058619 -0.105702 0.46 -2.20 -1.21 -0.189
C -1.743940 -2.036163 -3.440387 -1.85 -2.11 -1.94 -0.191
C 5.192790 -10.576650 -2.094594 -0.21 -0.08 -0.22 -1.032
C 1.449863 -1.660539 -3.028885 -0.13 0.03 0.01 -0.128
C -3.014743 2.499715 -1.353861 -1.34 2.08 -1.48 -0.211
C 0.127282 4.737498 9.753501 0.12 0.40 0.19 -0.963
C 0.121412 0.606641 1.387779 0.82 -0.44 2.54 -0.097
C -1.246862 -0.630514 6.179461 0.28 0.89 -0.33 -0.001
C 0.264756 -5.429490 -3.182636 -0.68 0.32 1.29 -0.145
C 2.849329 -1.007039 -4.888467 0.28 0.65 -1.44 -0.112
C -0.875761 0.539443 0.150189 -1.63 -2.72 3.49 -0.152
C -0.434599 0.929603 9.762818 -0.08 -0.08 -0.15 -1.102
H 3.245787 -4.775245 3.873295 0.03 -0.12 -0.22 0.027
H 1.661878 -2.980339 -0.625042 -0.68 1.32 0.28 -0.028
H -0.887582 3.142821 0.173899 0.64 -0.82 -2.09 0.184
H -4.009487 2.185632 -1.892607 1.94 0.22 0.60 0.165
H -4.832264 4.128438 -0.712032 1.33 -0.38 1.18 0.131
H -1.907180 0.850591 0.606759 1.85 0.18 -1.28 0.165
H -1.921543 -0.162685 7.005415 1.32 -0.68 -1.73 0.063
H 4.676774 -5.484570 -2.503737 -0.21 -0.04 0.14 0.038
H 5.283232 -10.358739 -3.158678 0.10 -0.01 0.23 0.030
H -3.529481 -4.480182 0.832150 1.29 1.13 -1.12 0.097
H 0.687926 -0.384563 1.631766 -1.12 1.69 -1.06 0.127
H -1.820310 -1.533610 5.758197 1.23 1.24 0.53 0.096
H 2.155738 2.240206 -1.905174 -0.69 -1.98 0.13 0.132
H 0.778555 4.320965 -5.651515 0.14 -0.14 -0.10 0.007
H -0.481148 -2.878663 -1.184488 0.21 2.22 -0.44 0.135
H -2.265665 -2.416733 -2.490523 1.07 0.96 -0.92 0.092
H -1.760580 0.336054 2.695869 1.83 1.17 -0.11 0.114
H 4.950240 -6.242749 -0.912678 -0.25 0.04 0.00 0.003
H 2.602334 0.740367 -2.785236 -1.59 0.28 1.59 0.132
H -2.799718 3.550823 -1.826732 -0.05 -1.74 0.78 0.138
H 0.572907 3.709588 -7.313447 0.19 -0.10 0.17 -0.024
H -0.663783 1.582119 8.916430 0.21 -0.89 0.49 -0.101
H 0.648374 5.501072 9.176314 -0.06 -0.25 0.03 0.033
H 0.074538 -6.546530 -2.939975 0.62 1.84 -0.56 0.078
H -1.746325 -4.439903 0.336736 -1.42 1.33 -0.16 0.096
H -1.743825 1.806067 -2.948050 0.17 -0.53 2.23 0.170
H -2.897703 6.272283 -7.293324 0.18 -0.17 -0.05 0.029
H -5.792980 3.206354 1.454125 1.58 1.38 -0.05 0.092
H -2.759003 5.786096 -9.003295 0.16 -0.12 0.16 0.032
H 1.281222 -2.814800 -3.101459 -0.13 1.97 0.46 0.127
H -1.566007 -4.496563 -2.212926 0.56 -0.20 -1.59 0.062
H -4.507528 -1.167035 1.464569 1.15 -1.22 0.56 0.094
H 2.869241 -1.429916 -5.968630 0.00 0.59 1.84 0.108
H 2.423081 1.358423 3.851097 0.13 0.08 -0.14 0.013
H -3.352860 4.912065 0.096339 -0.76 -1.66 0.13 0.136
H 3.652815 -1.548749 -4.267826 -1.33 0.93 -0.79 0.107
H 2.429990 -1.531515 -2.451247 -1.37 0.14 -0.80 0.102
H 0.252241 1.121429 -3.075894 0.14 -0.77 2.00 0.151
H 1.888171 6.534372 -3.824398 0.16 0.07 -0.13 0.011
H 1.021490 -2.372670 0.754020 -0.29 0.25 -0.71 0.073
H 3.057265 0.140274 -5.005800 0.01 -2.15 0.44 0.051
H -3.386050 -1.335194 2.966230 -0.72 -0.85 -1.81 0.079
H 3.427273 2.703243 4.455321 0.06 -0.05 -0.26 0.036
H 3.435235 -6.544131 3.994930 -0.01 0.09 -0.24 0.031
H 4.106901 -0.449034 0.417514 -0.26 0.20 -0.65 0.037
H -5.277158 4.989880 1.789724 0.70 -1.67 -0.18 0.084
H -3.813808 4.620584 6.779732 -0.07 0.09 -0.24 0.024
H -0.230025 -0.887084 6.646850 -1.57 0.06 -0.88 0.088
H 2.797228 1.244362 0.399843 -0.44 -0.86 -2.17 0.025
H 0.922778 1.415256 1.418464 -1.16 -1.02 -0.59 0.038
H -0.180828 -3.167737 -4.722879 -1.76 -0.37 1.11 0.115
H -3.119142 3.553330 5.530691 -0.13 0.16 -0.10 -0.005
H -0.899897 2.040934 2.772009 0.13 -1.95 0.52 0.143
H 4.155092 -10.804921 -1.851517 0.23 0.05 0.08 0.028
H -3.066973 -3.657482 -0.785685 0.51 -0.18 1.59 0.075
H 2.886740 7.880151 -3.214494 0.06 -0.09 -0.22 0.028
H -1.905483 -5.491229 -3.740078 1.09 1.48 0.86 0.112
H -4.216506 3.486486 2.371382 -1.08 1.16 -1.36 0.061
H -4.461621 -2.776137 2.498384 0.79 1.68 -1.01 0.087
H -2.620284 -1.676661 -4.127852 1.70 -0.17 1.35 0.142
H -0.570578 5.209640 10.444766 0.07 -0.21 -0.13 0.036
H -2.453422 0.465492 -1.974711 1.60 1.63 0.68 0.152
H -0.548334 1.481805 10.695555 0.05 -0.17 -0.14 0.010
H 0.841101 2.805968 -0.167951 -1.78 -0.62 -1.19 0.143
H 0.795341 -4.973223 -2.255927 -0.57 -0.89 -1.70 0.020
H 0.926263 -5.287423 -4.109337 -1.14 -0.31 1.33 0.086
H -2.181341 -1.215621 -0.679601 2.05 0.92 0.48 0.137
H -1.922561 -3.632380 -5.103496 1.17 0.69 1.64 0.118
```
Forces are in eV/Å.

DFT total energy, eV: -309827.372
E_HOMO, eV: -10.8
Charge: +1


- Which formula does entry 2 have?
  F2H4SSi2


- Which value of DFT total energy does entry 4 give?
  -309827.372 eV


- Which formula does entry 1 have?
  C4H14N4